Record 1
19
Properties=species:S:1:pos:R:3:mulliken_charge:R:1 method="wB97M-V/def2-TZVPD" relative_energy_kcal_mol=50.0 total_charge=+1 max_force_ev_per_a=4.8 orbital_gap_ev="8.0 / 8.0" lumo_ha="-0.171 / -0.171" energy_ha=-3009.096245
C -2.194 -1.832 -0.359 -0.434
C -2.220 -0.500 0.181 0.179
C 0.118 -2.163 -0.350 -0.304
C -0.304 0.782 -0.250 0.574
C 0.706 1.035 1.752 -0.659
N -1.011 -2.197 -0.888 0.018
N -1.255 0.286 0.443 -0.353
N -0.116 0.858 -1.533 -0.281
O 0.808 1.087 0.381 -0.370
Br -3.941 0.378 -0.084 -0.070
H -3.131 -2.319 -0.785 0.342
H 0.860 -2.841 -0.706 0.335
H 0.320 -1.782 0.645 0.243
H 1.750 0.950 2.079 0.303
H 0.228 0.148 2.102 0.299
H 0.080 1.882 2.150 0.308
H -0.880 0.805 -2.185 0.259
H -1.006 -2.927 -1.675 0.365
H 0.588 1.407 -1.859 0.245

***

Record 2
20
Properties=species:S:1:pos:R:3:mulliken_spin:R:1 method="wB97M-V/def2-TZVPD" total_charge=+1 max_force_ev_per_a=5.6 orbital_gap_ev="5.4 / 4.9" lumo_ha="-0.159 / -0.319" s_squared=2.0206 energy_ha=-3084.040759 spin_multiplicity=3
C 1.855 0.535 0.246 0.517
C 2.299 -0.647 0.702 0.282
C 1.111 -1.625 0.582 0.040
C -1.152 -0.712 1.076 -0.005
C 0.021 0.907 -1.592 0.046
N -0.037 -0.753 0.179 0.019
N 1.455 -2.600 -0.591 0.189
N 0.454 0.507 -0.172 -0.012
O 1.874 -3.675 -0.302 0.481
O 1.286 -2.195 -1.741 0.240
Br 4.027 -0.958 1.228 0.147
H 2.519 1.420 0.188 0.009
H 0.838 -2.152 1.443 0.025
H -2.102 -0.405 0.644 0.002
H -1.490 -1.535 1.778 0.002
H -0.971 0.095 1.949 0.002
H 0.171 -0.065 -2.152 0.003
H -0.922 1.236 -1.641 -0.006
H 0.630 1.743 -1.917 0.001
H -0.038 1.279 0.308 0.019